(1)
Here is a molecular structure, C4H5Br2F from the OMol25 dataset. Energies are from wB97M-V/def2-TZVPD.

## Properties
* orbital gap: 10.5 eV
* energy relative to the best compared isomer or geometry (same formula, charge and spin): 0.0 kJ/mol
* largest force on an atom: 4.0 eV Å⁻¹
* LUMO level: 0.023 Eh
* net charge: 0

Last column: Löwdin charge in e.
CARTESIAN COORDINATES (ANGSTROEM)
C -0.08341 -0.40491 1.23387  -0.05
C 0.14238 -0.49584 -0.25401  -0.57
C -1.11399 0.17188 0.22830  -1.19
C 1.16744 0.39549 -0.89640  -0.01
F 0.07679 -1.76129 -0.75204  0.04
Br -2.76273 -0.84940 0.07133  0.68
Br -1.50966 1.97259 -0.06521  0.75
H -0.52341 -1.30758 1.56132  0.09
H 0.30940 0.30828 1.83963  0.08
H 1.15099 0.40860 -1.93610  0.08
H 2.14806 0.21981 -0.59742  0.07
H 0.99814 1.34237 -0.43327  0.04

---

(2)
Here is 3 unconnected molecules or ions with the total composition C4H14O2S from the OMol25 dataset. Energies are from wB97M-V/def2-TZVPD.

## Properties
* orbital gap: 9.5 eV
* energy relative to the best compared isomer or geometry (same formula, charge and spin): 56.3 kJ/mol
* SMILES: CCCCS.O.O
* largest force on an atom: 1.5 eV Å⁻¹
* LUMO level: 0.016 Eh
* net charge: 0

Last column: Löwdin charge in e.
CARTESIAN COORDINATES (ANGSTROEM)
C -2.13513 1.64800 -1.19555  -0.12
C -0.76706 1.02864 -1.32936  -0.28
C 0.47267 1.74207 -0.75170  -0.31
C 1.68638 0.80204 -0.73915  -0.59
S 3.14891 1.56745 0.03043  0.68
H -2.93705 0.96188 -1.47707  0.07
H -2.27838 2.56297 -1.77871  0.07
H -2.34252 1.94889 -0.16232  0.07
H -0.74388 0.04026 -0.84861  0.10
H -0.53949 0.90909 -2.39583  0.11
H 0.70694 2.68582 -1.26563  0.10
H 0.25461 2.06208 0.26926  0.10
H 1.44403 -0.18143 -0.34485  0.07
H 1.95075 0.64307 -1.78692  0.06
H 2.91330 2.74525 -0.57278  -0.14
H -1.73454 -3.74063 2.93788  0.00
H -2.24336 -3.29338 4.29109  0.04
O -2.27330 -3.08923 3.34966  -0.05
H -1.39935 -3.93752 -0.01337  0.04
H -2.58680 -3.38907 -0.71958  0.04
O -2.36523 -3.92160 0.05628  -0.06

---

(3)
Here is a molecular structure, C19H7Cl2N5O6Os from the OMol25 dataset. Energies are from wB97M-V/def2-TZVPD.

## Properties
* orbital gap (alpha / beta): 5.1 / 4.7 eV
* energy relative to the best compared isomer or geometry (same formula, charge and spin): 186.8 kJ/mol
* largest force on an atom: 3.5 eV Å⁻¹
* LUMO level (alpha / beta): -0.111 / -0.119 Eh
* net charge: 0

Last column: Löwdin charge in e.
CARTESIAN COORDINATES (ANGSTROEM)
Os 0.38898 -0.19589 0.42529  1.71
O -0.00373 3.82095 -0.39013  0.12
C -0.08553 2.67224 -0.02728  -0.55
O 0.78895 1.72756 -0.22639  -0.15
C -1.30222 2.18336 0.74455  -0.15
C -2.38926 2.92776 1.15774  0.04
C -3.39264 2.28459 1.87417  0.00
C -3.29714 0.92754 2.16027  0.04
C -2.18419 0.24245 1.71396  -0.14
N -1.23441 0.88436 1.03396  -0.02
C -1.88513 -1.23500 1.90426  -0.54
O -2.65516 -1.94736 2.49947  0.13
O -0.74506 -1.59460 1.37640  -0.12
H -2.43027 3.97966 0.91320  0.13
H -4.25522 2.84424 2.21061  0.12
H -4.05791 0.39163 2.70946  0.13
Cl 3.71514 -3.83748 -0.39345  0.77
C 3.62897 -2.72486 0.91378  -0.57
C 4.59875 -2.77109 1.93228  -0.09
C 4.60696 -1.85499 2.94504  -0.59
Cl 5.83337 -1.92978 4.16297  0.73
C 3.62941 -0.82919 3.00475  -0.16
C 3.57382 0.21244 3.95282  0.02
C 2.59959 1.16800 3.84587  -0.01
C 1.65024 1.09329 2.81892  -0.06
N 1.66665 0.11240 1.93900  -0.03
C 2.65284 -0.83789 1.99972  -0.13
C 2.64061 -1.76526 0.92374  -0.37
O 1.73984 -1.60206 -0.03319  -0.21
H 5.35918 -3.53835 1.89180  0.11
H 4.30893 0.25464 4.74403  0.10
H 2.53944 1.98804 4.54631  0.12
H 0.86931 1.83393 2.71781  0.12
O 0.86686 -0.19937 -2.35317  -0.08
N 1.88965 -0.51588 -2.91466  -0.06
C 3.13289 -0.32762 -2.61095  -0.31
C 4.11840 -0.84464 -3.51011  -0.19
N 4.91101 -1.26111 -4.22779  0.15
C 3.55120 0.39009 -1.44565  -0.19
N 3.90584 0.97027 -0.52032  0.19

---

(4)
Here is a molecular structure, C19H19CoN6O8S3 from the OMol25 dataset. Energies are from wB97M-V/def2-TZVPD.

## Properties
* orbital gap (alpha / beta): 6.5 / 3.3 eV
* ⟨S²⟩: 6.03
* spin multiplicity: 5
* largest force on an atom: 3.7 eV Å⁻¹
* LUMO level (alpha / beta): -0.057 / -0.174 Eh
* net charge: 0

Last column: Löwdin charge in e.
CARTESIAN COORDINATES (ANGSTROEM)
Co 0.11989 0.37859 -0.47715  0.74
C 3.96490 2.03791 0.72911  -0.06
C 2.71268 1.64334 0.04970  -0.22
N 2.01381 0.57727 0.34733  0.06
N 2.36879 -0.29089 1.29792  0.06
C 2.28294 -0.02227 2.65492  -0.75
N 1.74634 -1.01732 3.36915  0.17
S 2.89585 1.33296 3.39620  0.97
C 2.21625 2.35849 -1.05622  -0.21
C 2.78774 3.54418 -1.54058  0.03
C 2.21970 4.09557 -2.68443  -0.02
C 1.00318 3.56467 -3.16159  -0.01
C 0.45894 2.42748 -2.59297  -0.05
N 1.05842 1.86140 -1.54740  0.07
H 4.47230 1.22851 1.26448  0.07
H 3.85438 2.87340 1.43875  0.08
H 4.65054 2.42145 -0.04366  0.10
H 2.43856 -1.23335 0.96524  0.09
H 1.36227 -1.86479 2.94856  0.10
H 1.66196 -0.83343 4.35960  0.11
H 3.64467 3.98425 -1.04490  0.11
H 2.67937 4.97954 -3.11597  0.11
H 0.41968 4.12793 -3.89648  0.12
H -0.39587 1.86282 -2.97072  0.13
O -1.28829 -1.61913 -3.92010  -0.32
S -0.64534 -1.35197 -2.64414  0.54
O 0.80696 -1.10840 -2.59392  -0.34
O -1.31431 -0.26692 -1.84682  -0.38
C -0.97756 -2.99925 -1.92037  -0.19
C -1.97601 -3.75887 -2.60782  -0.05
C -2.06432 -5.09182 -2.37222  -0.08
C -1.11330 -5.77471 -1.59783  -0.08
C -0.22659 -5.05710 -0.84364  -0.04
C -0.27812 -3.60635 -0.90291  -0.24
S 0.60721 -2.72361 0.32170  0.53
O 1.99023 -2.66196 -0.16243  -0.32
O 0.49220 -3.49737 1.58773  -0.34
O -0.09822 -1.41464 0.50020  -0.37
H -2.64729 -3.22149 -3.28298  0.12
H -2.90690 -5.61589 -2.82223  0.11
H -1.09551 -6.87816 -1.49914  0.12
H 0.40494 -5.47056 -0.07807  0.11
C -4.79730 0.86315 2.15364  -0.02
N -3.42328 1.29145 1.96094  -0.07
C -2.86814 2.22018 2.79945  -0.07
C -1.59041 2.71799 2.71926  0.00
C -0.84502 2.32626 1.51893  -0.52
O 0.19026 2.87320 1.13644  -0.02
N -1.32505 1.22773 0.80894  0.10
C -2.57065 0.71019 0.97034  -0.48
O -3.05543 -0.23582 0.32899  0.03
H -5.23414 1.60421 2.81102  0.08
H -4.79634 -0.12108 2.62208  0.10
H -5.30346 0.74928 1.19545  0.10
H -3.62237 2.53287 3.51939  0.12
H -1.06576 3.32089 3.45123  0.10

---

Number 1: E_tot -5403.2498 Eh. Number 2: E_tot -709.4442 Eh. Number 3: E_tot -2464.4390 Eh. Number 4: E_tot -4243.1814 Eh.